1.
The following is a quantum chemistry calculation of C17H19ClN6O in the gas phase, from OMol25.

Properties
Total energy: -1523.2459 Ha
HOMO: -7.55 eV
SMILES string: N#Cc1c(N2CCCCC2)nc(N)c2c(N)nc3c(c12)C[C@@H](CCl)O3
Spin multiplicity: 1
Relative energy (zero: lowest compared OMol25 entry of this formula, charge and spin): 0.000 eV
Frontier orbital gap: 8.179 eV

Element x y z (Å)
N1 -0.3488 3.0138 -0.0803
C1 -0.1795 1.8737 -0.0677
C2 -0.0313 0.4828 -0.0952
C3 1.1864 -0.1558 -0.4045
N2 2.3541 0.4871 -0.6267
C4 2.6098 1.8584 -0.2401
C5 4.0946 2.0659 0.0715
C6 4.6182 0.8637 0.8499
C7 4.5715 -0.3912 -0.0328
C8 3.5049 -0.2310 -1.1236
N3 1.2646 -1.4992 -0.4809
C9 0.2079 -2.2589 -0.3241
N4 0.4414 -3.6053 -0.4054
C10 -1.0982 -1.7375 -0.0910
C11 -2.2786 -2.5182 -0.0103
N5 -2.2827 -3.8714 -0.2818
N6 -3.4504 -2.0275 0.3625
C12 -3.4987 -0.7274 0.6079
C13 -2.4534 0.1679 0.4548
C14 -1.1939 -0.3228 0.0941
C15 -2.9722 1.5384 0.7727
C16 -4.4748 1.2592 0.9926
C17 -5.3546 1.8504 -0.1085
Cl1 -4.8162 1.2908 -1.7121
O1 -4.6502 -0.1571 1.0169
H1 2.0300 2.0806 0.6598
H2 2.2864 2.5518 -1.0271
H3 4.6715 2.1922 -0.8456
H4 4.2006 2.9796 0.6570
H5 3.9887 0.7215 1.7307
H6 5.6358 1.0471 1.1962
H7 5.5372 -0.5601 -0.5111
H8 4.3427 -1.2639 0.5790
H9 3.1704 -1.2038 -1.4798
H10 3.9121 0.3335 -1.9689
H11 -0.1518 -4.2002 0.1525
H12 1.4235 -3.8377 -0.4070
H13 -3.2265 -4.2351 -0.2643
H14 -1.7538 -4.1523 -1.0949
H15 -2.8170 2.2432 -0.0436
H16 -2.5000 1.9495 1.6673
H17 -4.8375 1.6477 1.9522
H18 -5.2963 2.9381 -0.1038
H19 -6.3854 1.5195 0.0136

Atomic forces in eV per Å
0.0020 0.0982 0.0151
-0.1656 0.8943 -0.1595
0.1996 -0.8813 0.0710
-0.2206 0.0813 0.0613
-0.2038 -0.2122 0.0576
0.0125 0.6507 -0.0050
-0.0723 -0.1817 0.1859
0.1070 0.0953 -0.0951
-0.1552 0.0530 -0.0586
0.3929 -0.4110 -0.1571
0.0384 -0.3520 -0.0172
0.1083 0.2061 -0.0935
0.0392 -0.1232 0.0271
-0.0493 0.2333 0.0096
-0.2130 0.3501 0.2252
-0.0593 -0.3053 -0.0372
-0.3451 -0.0594 0.1078
0.8662 0.0619 -0.2554
-0.2651 -0.1157 0.0438
-0.2914 -0.2928 0.1099
0.0458 0.1037 0.1545
-0.0792 0.7163 -0.1477
0.0762 -0.2534 0.3113
-0.0548 0.0080 -0.1970
-0.0390 -0.5905 -0.0781
0.1377 0.0062 -0.1138
-0.0062 -0.0210 0.1750
0.0269 0.0708 -0.0325
-0.0194 0.0458 -0.0829
0.0210 0.0063 0.0670
-0.0303 -0.0164 0.0937
0.0349 -0.0456 -0.0124
0.0226 -0.0766 -0.0330
0.1670 0.2219 -0.0709
-0.0269 -0.0547 0.0142
-0.0086 -0.0387 -0.0446
-0.0535 0.0486 0.0405
0.0790 0.0326 -0.0641
-0.0132 -0.0179 0.0295
-0.0537 0.0308 0.1003
-0.0612 0.0674 -0.0462
0.0648 -0.0623 -0.1484
-0.0182 -0.0588 0.0503
0.0631 0.0880 -0.0004

natural (NBO) population analysis, charges in e, atoms 1 to 6: atom 1 (N): -0.379, atom 2 (C): 0.308, atom 3 (C): -0.412, atom 4 (C): 0.498, atom 5 (N): -0.396, atom 6 (C): -0.211


2.
The following is a quantum chemistry calculation of a molecular structure, C17H19ClO4S in a non-equilibrium geometry, from OMol25.

Properties
Total energy: -1817.8845 Ha
HOMO: -7.93 eV
Spin multiplicity: 1
Relative energy (zero: lowest compared OMol25 entry of this formula, charge and spin): 17.428 eV
Frontier orbital gap: 8.041 eV

Element x y z (Å)
O1 -2.3738 -2.5426 -1.3934
S1 -1.7028 -2.3400 -0.1815
O2 -0.8517 -3.2913 0.3142
C1 -0.8372 -0.8220 -0.2315
H1 -0.6862 -0.6595 0.6680
H2 -1.5330 -0.1347 -0.6852
C2 0.3334 -1.2210 -0.7561
O3 1.2299 -1.8966 -0.2683
H3 0.6928 -2.6894 -0.0046
C3 1.2131 0.1692 -1.2613
H4 0.6142 0.9055 -2.0706
H5 2.0949 0.0529 -1.6453
O4 1.1872 0.9710 -0.3213
C4 2.0966 0.9607 0.8897
C5 3.5044 0.9484 0.2855
C6 4.0180 2.1711 0.2806
C7 5.4340 2.1275 -0.2291
C8 6.1083 1.0846 -0.3863
C9 5.6811 0.0077 -0.2847
C10 4.2359 -0.1401 0.3329
H6 3.7678 -1.1563 0.3079
H7 6.0361 -0.9045 -0.2153
H8 7.1629 1.3207 -0.7505
H9 5.7751 3.3070 -0.3031
H10 3.4980 3.2687 0.0527
H11 1.9385 1.6593 1.5936
H12 1.8890 -0.3058 1.2668
H13 0.2163 -1.4318 -1.9073
C11 -3.2925 -2.0849 1.1429
C12 -3.8580 -0.8184 0.7422
C13 -3.6733 0.4932 1.3571
C14 -4.3097 1.5488 0.9076
C15 -5.0517 1.6480 -0.0739
C16 -5.3183 0.3341 -0.8679
C17 -4.7354 -0.7913 -0.4560
H14 -4.8091 -1.4147 -1.0098
H15 -5.8949 0.5074 -1.8950
Cl1 -5.8273 3.1120 -0.3015
H16 -4.1367 2.5149 1.6277
H17 -3.1762 0.4847 2.3839
H18 -3.7771 -2.9960 1.0971
H19 -2.8826 -1.9564 2.2492

Atomic forces in eV per Å
-1.0886 -0.5537 -2.6065
-6.6824 3.8128 1.7950
3.9229 -4.7481 2.3625
-6.2950 -1.1458 -3.4886
0.9637 2.4607 8.9825
0.5666 0.5132 -0.5268
2.7881 7.9845 -14.8612
4.7287 -7.1432 5.9056
1.7025 -0.5366 0.4823
-8.1118 -1.5145 -3.7775
0.9058 -2.7747 0.8396
5.3947 -2.1393 -2.4656
0.1232 8.3143 9.6946
-0.1388 -9.4686 -5.1329
-5.1568 0.6538 4.5021
5.4662 5.2079 -4.9301
-8.1923 13.2108 3.3361
13.4287 10.1245 -4.4250
-12.7411 -14.2433 5.3014
4.5552 -3.2095 -4.0485
0.5707 0.9835 0.5742
2.8251 -4.0345 -0.6412
-0.9493 -0.8001 0.4532
-0.0226 -3.4686 -0.1718
0.9772 -3.3362 1.3373
-1.2241 2.5559 1.9171
0.6490 4.1168 -0.1818
-0.7903 -0.8809 1.2772
5.0051 2.0050 2.1731
-2.5848 3.2938 -1.6058
2.2204 -8.1256 2.3258
4.4920 5.7936 8.3250
-5.4328 -3.8075 -7.9263
-1.1044 5.9712 -1.0398
3.2982 13.1606 12.7142
-1.4575 -14.5863 -11.3372
1.1977 -0.8646 2.4958
-1.0953 1.2178 -1.0982
-0.5402 -2.1536 -1.9816
-0.3914 0.2318 -1.6724
-1.3859 -1.5734 -0.5898
-0.3963 -0.5040 -2.2859

natural (NBO) population analysis, charges in e, atoms 1 to 6: atom 1 (O): -0.947, atom 2 (S): 2.194, atom 3 (O): -0.972, atom 4 (C): -0.683, atom 5 (H): 0.215, atom 6 (H): 0.281


3.
The following is a quantum chemistry calculation of a molecular structure, C17H19F3NO2PS in a non-equilibrium geometry, from OMol25.

Properties
Total energy: -1903.1440 Ha
HOMO: -8.16 eV
Spin multiplicity: 1
Frontier orbital gap: 8.617 eV

Element x y z (Å)
C1 -6.1638 -0.3831 1.0161
H1 -7.0596 -0.7831 1.1124
H2 -5.6042 -0.0288 1.8581
H3 -6.2494 0.4879 0.3076
C2 -5.3377 -1.6079 0.0588
C3 -4.0009 -1.0301 0.0871
C4 -3.7549 0.0803 -0.5256
C5 -2.3879 0.6726 -0.9762
C6 -1.3776 -0.0286 -0.3725
C7 -1.5424 -1.2476 0.4456
C8 -2.9441 -1.4394 0.6202
H4 -3.1829 -2.4383 1.0717
H5 -0.7372 -1.9215 0.7893
O1 0.0137 0.4208 -0.4208
P1 0.4845 1.8088 -0.2253
O2 -0.5865 2.6626 0.6230
N1 1.7793 1.4084 1.0580
C9 2.8534 0.7625 0.9801
C10 4.0253 1.0857 1.7645
C11 5.0447 0.2758 1.8498
C12 5.1612 -0.6917 0.6099
C13 4.0687 -0.7815 -0.0621
C14 3.0277 -0.0129 -0.0625
H6 2.1621 -0.2320 -0.6404
H7 4.2975 -1.4353 -1.2469
S1 6.8012 -1.6161 0.5432
C15 7.5933 -0.6395 -0.5345
F1 8.8303 -0.7378 -0.8806
F2 6.8390 -0.2799 -1.5626
F3 7.7638 0.7026 0.1177
H8 5.8833 0.4672 2.3965
H9 3.7804 1.6737 2.4993
H10 1.7093 2.2277 1.8226
C16 1.2420 2.2863 -1.6714
H11 1.6376 3.3371 -1.4557
H12 2.0933 1.9559 -1.9572
H13 0.5170 2.4967 -2.5804
H14 -2.1516 1.5690 -1.1471
H15 -4.4856 0.8154 -1.1262
C17 -6.0959 -1.6692 -1.0449
H16 -5.9714 -1.0004 -1.6219
H17 -5.5104 -2.4721 -1.4051
H18 -7.0776 -2.2452 -0.9690
H19 -5.3869 -2.4750 0.8575

Atomic forces in eV per Å
4.6490 1.0524 -3.2941
-4.2356 -1.5969 1.2978
-0.0564 -0.2312 0.7687
0.0647 -0.7852 0.6282
0.1144 2.8553 12.5904
-5.4437 1.8463 -3.4016
1.8409 9.9237 -8.0790
-3.5002 -9.6240 5.5612
2.1733 -2.4111 1.7947
-2.4955 3.3847 -1.9572
8.7510 -9.1401 4.9441
0.7851 0.5145 0.4675
-0.7467 0.8048 -0.0532
-3.3217 -5.0394 -1.8398
-1.6377 4.4173 8.5452
4.2153 -2.2252 -3.9377
-7.5230 7.8168 2.0214
5.3339 0.7936 0.4141
-2.9653 -2.6029 -1.6766
1.3158 -3.3749 -5.8275
4.6134 1.6584 6.9398
3.6917 -5.9836 -9.0234
-3.8669 -0.7655 -1.2751
-0.1700 -0.2333 -0.8128
-1.0032 1.5129 3.7643
-3.0162 -2.4504 2.0161
0.4049 7.2287 -0.1538
1.3847 -2.6498 -0.9244
-0.0614 -0.5657 -1.2563
-0.8918 -0.7779 0.1157
2.0196 0.2358 1.7333
-0.6432 3.9150 4.0804
0.1492 -2.5644 -2.2273
-4.9046 6.7048 -1.2194
-0.9150 -0.7200 0.0102
5.3895 -3.6542 -1.8730
1.2653 -0.8466 1.9482
0.7183 7.2169 -2.2785
0.6890 -2.1388 1.7434
-4.1584 -11.9844 1.8546
0.6208 9.1711 -7.6670
0.3498 -1.5212 -2.5064
0.8521 1.7285 0.1247
0.1652 1.1054 -2.0800

natural (NBO) population analysis, charges in e, atoms 1 to 6: atom 1 (C): -0.587, atom 2 (H): 0.187, atom 3 (H): 0.207, atom 4 (H): 0.188, atom 5 (C): -0.161, atom 6 (C): -0.162


4.
The following is a quantum chemistry calculation of a molecular structure, C17H19F6N5O3PtSb, from OMol25.

Properties
⟨S²⟩: 3.78
Total energy: -2117.5814 Ha
HOMO (alpha / beta): -7.89 / -9.12 eV
Spin multiplicity: 4
Frontier orbital gap (alpha / beta): 7.805 / 7.245 eV

Element x y z (Å)
Pt1 -0.3743 0.0080 -0.9662
C1 -3.7912 2.6878 -1.6469
C2 -2.3972 2.2608 -1.2804
O1 -1.9038 1.3117 -1.9103
C3 -1.7208 3.0308 -0.2611
C4 -0.4074 2.9317 0.1271
C5 0.2133 3.9782 0.9990
N1 0.3707 1.8987 -0.3107
N2 1.6680 2.0417 -0.1250
C6 2.3412 0.9509 -0.6154
O2 1.7784 -0.0088 -1.1903
C7 3.8069 0.9379 -0.4386
C8 4.5083 -0.2227 -0.7543
C9 5.8823 -0.2618 -0.5868
C10 6.5573 0.8553 -0.1105
C11 5.8581 2.0129 0.2066
C12 4.4828 2.0557 0.0469
H1 -4.2504 1.9316 -2.2774
H2 -3.7600 3.6361 -2.1880
H3 -4.3876 2.8449 -0.7469
H4 -2.2851 3.8580 0.1489
H5 -0.5491 4.6619 1.3651
H6 0.9574 4.5390 0.4323
H7 0.7412 3.5212 1.8354
H8 3.9628 -1.0882 -1.1031
H9 6.4267 -1.1672 -0.8195
H10 7.6318 0.8219 0.0190
H11 6.3853 2.8804 0.5815
H12 3.9236 2.9472 0.2944
F1 0.3279 -0.9254 1.6802
Sb1 0.9274 -2.7151 1.4333
F2 2.6685 -2.0523 1.2266
F3 1.1422 -2.8914 3.2861
F4 1.5025 -4.4578 1.0637
F5 -0.8663 -3.3005 1.6151
F6 0.5177 -2.4641 -0.4153
C13 -3.2282 -4.0384 -1.7484
N3 -3.1554 -2.9586 -0.7625
C14 -3.7977 -3.0554 0.4335
C15 -3.6619 -2.1326 1.4032
C16 -2.7519 -1.0650 1.1487
N4 -2.1965 -0.9237 -0.0411
C17 -2.3513 -1.8735 -1.0160
O3 -1.7372 -1.7331 -2.0766
N5 -2.4612 -0.1552 2.0918
H13 -4.0880 -3.9061 -2.4032
H14 -3.2997 -4.9853 -1.2194
H15 -2.3195 -4.0185 -2.3406
H16 -4.4057 -3.9398 0.5641
H17 -4.1459 -2.2498 2.3594
H18 -2.6799 -0.3801 3.0472
H19 -1.6088 0.3662 1.9457

Atomic forces in eV per Å
-0.2570 0.0593 0.1461
-0.0274 0.0681 -0.0118
0.2727 0.2450 0.1451
-0.1027 -0.1451 -0.0655
-0.2175 -0.1190 -0.0799
0.1238 -0.2684 -0.2146
0.0133 0.0150 0.0055
0.0380 0.3624 0.4934
0.0161 -0.4817 -0.3007
0.0319 0.2476 0.2542
0.0388 0.1431 -0.3485
-0.0755 0.0220 0.0203
0.0446 -0.0222 0.0257
-0.0155 0.0180 0.0009
-0.0206 -0.0107 -0.0072
-0.0253 -0.0093 -0.0125
0.0210 0.0121 0.0085
-0.0057 0.0070 -0.0050
0.0122 -0.0096 0.0082
0.0023 -0.0097 -0.0131
-0.0263 -0.0303 0.0054
0.0120 0.0045 0.0075
-0.0051 -0.0062 -0.0059
-0.0109 -0.0218 -0.0038
0.0008 0.0012 -0.0003
0.0004 0.0044 -0.0010
-0.0076 -0.0021 0.0018
-0.0010 -0.0033 -0.0032
0.0099 -0.0083 -0.0024
-0.1120 0.3970 0.1029
0.0572 -0.2185 -0.0349
0.1650 0.0864 -0.1246
0.0619 -0.0510 0.1762
0.0228 -0.1676 0.0296
-0.2787 -0.0342 0.0378
0.0573 0.1275 -0.0898
0.0182 0.0740 0.0604
-0.1198 -0.0806 0.1021
0.0028 -0.0681 -0.0727
0.0146 -0.0179 -0.0665
0.0391 0.2379 0.1354
0.1009 -0.3034 -0.2945
0.2248 0.2152 -0.2442
-0.1185 -0.2301 0.2916
-0.0213 -0.0331 -0.0302
-0.0042 0.0123 -0.0130
-0.0149 -0.0137 -0.0188
0.0151 0.0043 0.0017
-0.0007 0.0025 -0.0120
0.0084 0.0163 -0.0005
0.0027 -0.0126 -0.0012
0.0396 -0.0048 0.0179

natural (NBO) population analysis, charges in e, atoms 1 to 6: atom 1 (Pt): 1.286, atom 2 (C): -0.696, atom 3 (C): 0.553, atom 4 (O): -0.601, atom 5 (C): -0.397, atom 6 (C): 0.275